{
  "formula": "C32H96O16",
  "method": "wB97M-V/def2-TZVPD",
  "symbols": ["C", "O", "H", "H", "H", "H", "C", "O", "H", "H", "H", "H", "C", "O", "H", "H", "H", "H", "C", "O", "H", "H", "H", "H", "C", "O", "H", "H", "H", "H", "C", "O", "H", "H", "H", "H", "C", "O", "H", "H", "H", "H", "C", "O", "H", "H", "H", "H", "C", "C", "C", "O", "H", "H", "H", "H", "H", "H", "H", "H", "C", "C", "C", "O", "H", "H", "H", "H", "H", "H", "H", "H", "C", "C", "C", "O", "H", "H", "H", "H", "H", "H", "H", "H", "C", "C", "C", "O", "H", "H", "H", "H", "H", "H", "H", "H", "C", "C", "C", "O", "H", "H", "H", "H", "H", "H", "H", "H", "C", "C", "C", "O", "H", "H", "H", "H", "H", "H", "H", "H", "C", "C", "C", "O", "H", "H", "H", "H", "H", "H", "H", "H", "C", "C", "C", "O", "H", "H", "H", "H", "H", "H", "H", "H"],
  "positions_angstrom": [[-1.792, 2.826, -4.228], [-3.064, 3.329, -3.801], [-1.605, 3.231, -5.245], [-0.907, 3.135, -3.601], [-1.885, 1.752, -4.407], [-2.841, 4.224, -3.448], [1.534, -4.951, 1.536], [2.626, -4.093, 1.856], [1.680, -5.550, 0.647], [1.338, -5.706, 2.314], [0.575, -4.411, 1.346], [3.111, -3.858, 1.055], [3.305, -2.781, 5.027], [2.615, -2.129, 3.984], [2.775, -3.718, 5.275], [4.337, -3.089, 4.821], [3.266, -2.121, 5.928], [2.782, -2.595, 3.144], [-2.537, -1.828, -5.358], [-2.370, -1.426, -3.955], [-3.359, -1.237, -5.690], [-1.579, -1.659, -5.912], [-2.799, -2.911, -5.416], [-1.656, -1.897, -3.503], [-2.621, 5.459, -0.556], [-3.789, 5.470, -1.383], [-2.825, 5.077, 0.448], [-1.854, 4.744, -0.895], [-2.241, 6.502, -0.559], [-4.425, 4.771, -1.102], [4.787, -0.027, 0.958], [4.438, -0.264, -0.386], [5.567, -0.707, 1.376], [5.199, 0.949, 0.964], [3.931, 0.023, 1.615], [4.192, 0.571, -0.772], [4.831, -3.228, -1.942], [3.677, -2.791, -1.195], [4.803, -4.341, -1.940], [4.900, -2.858, -2.922], [5.726, -2.915, -1.390], [3.754, -1.818, -1.146], [2.377, 2.412, -1.617], [3.796, 2.290, -1.392], [1.931, 1.416, -1.665], [1.933, 2.982, -0.873], [2.104, 2.968, -2.573], [4.319, 2.952, -1.840], [2.298, 1.914, 5.869], [1.380, 1.100, 4.945], [0.044, 1.805, 4.712], [2.100, 1.080, 3.692], [1.858, 2.031, 6.901], [2.341, 2.868, 5.335], [3.282, 1.408, 5.972], [1.193, 0.095, 5.336], [0.341, 2.815, 4.602], [-0.719, 1.749, 5.468], [-0.336, 1.513, 3.738], [2.675, 0.299, 3.790], [-0.617, 0.747, -0.382], [-0.082, 0.346, 0.924], [0.516, -1.077, 0.986], [0.972, 1.238, 1.261], [-1.550, 0.277, -0.531], [-0.036, 0.328, -1.202], [-0.742, 1.797, -0.578], [-0.933, 0.398, 1.639], [1.030, -1.313, 1.897], [1.179, -1.327, 0.148], [-0.315, -1.823, 0.840], [1.267, 1.117, 2.144], [-3.089, -5.098, 1.843], [-2.219, -3.826, 2.136], [-2.926, -2.481, 2.057], [-1.704, -4.048, 3.440], [-3.969, -5.081, 2.452], [-2.510, -5.963, 2.053], [-3.411, -4.988, 0.803], [-1.368, -3.828, 1.396], [-3.088, -2.180, 1.020], [-2.333, -1.748, 2.549], [-3.867, -2.643, 2.628], [-0.951, -3.464, 3.547], [-1.579, -4.637, -1.646], [-0.100, -4.088, -1.810], [0.923, -5.107, -2.256], [-0.207, -3.123, -2.833], [-1.911, -5.261, -2.532], [-2.184, -3.679, -1.516], [-1.850, -5.201, -0.787], [0.111, -3.622, -0.858], [0.875, -5.880, -1.519], [1.923, -4.684, -2.288], [0.637, -5.487, -3.277], [0.703, -2.886, -3.091], [1.918, -0.993, -6.105], [2.729, -1.586, -4.983], [3.044, -0.465, -3.949], [1.962, -2.713, -4.497], [1.765, -1.710, -6.903], [2.451, -0.071, -6.451], [0.919, -0.737, -5.665], [3.721, -1.958, -5.441], [2.225, 0.231, -3.866], [3.932, 0.098, -4.299], [3.342, -0.708, -2.948], [2.520, -3.373, -4.035], [-4.443, 3.921, 2.728], [-3.537, 2.686, 2.620], [-3.563, 1.916, 3.914], [-4.021, 1.695, 1.685], [-4.276, 4.595, 3.571], [-5.494, 3.644, 2.740], [-4.363, 4.510, 1.831], [-2.565, 2.943, 2.189], [-3.123, 0.949, 3.895], [-4.642, 1.794, 4.156], [-3.177, 2.539, 4.692], [-3.922, 1.918, 0.726], [4.489, 4.205, 1.279], [3.444, 4.954, 2.099], [2.158, 4.973, 1.203], [3.154, 4.364, 3.351], [5.349, 3.953, 1.848], [4.758, 4.891, 0.422], [4.082, 3.295, 0.810], [3.850, 5.994, 2.206], [1.373, 5.468, 1.807], [1.879, 3.922, 0.976], [2.273, 5.631, 0.329], [3.581, 3.479, 3.316], [-6.398, 1.791, -2.567], [-5.434, 1.223, -1.593], [-4.836, -0.050, -2.199], [-4.419, 2.167, -1.203], [-5.959, 2.020, -3.516], [-6.803, 2.724, -2.224], [-7.227, 1.116, -2.666], [-5.913, 0.968, -0.646], [-5.557, -0.888, -2.413], [-4.001, -0.424, -1.658], [-4.522, 0.229, -3.201], [-3.832, 2.314, -1.963]],
  "forces_ev_per_angstrom": [[0.3, 0.4, -1.4], [1.2, 0.9, 1.0], [0.2, 0.0, 0.4], [-1.1, -0.6, -0.2], [0.2, 0.0, 0.7], [-0.9, -0.8, -0.2], [-1.1, -0.2, -0.1], [-0.1, -0.3, 0.0], [0.5, 0.0, -0.4], [0.3, 0.7, 0.2], [0.8, 0.0, 0.4], [-0.2, 0.0, -0.2], [-0.6, -0.5, 1.0], [0.5, 0.5, -0.5], [0.1, 0.3, 0.1], [0.0, 0.5, -0.2], [0.2, -0.5, -0.7], [-0.3, -0.2, 0.3], [1.6, -0.9, 2.0], [-0.4, 0.1, -1.0], [-0.4, 0.4, -0.6], [-0.9, 0.0, 0.2], [0.2, 0.7, -0.1], [0.1, -0.4, -0.4], [-0.1, -0.1, -0.1], [-0.3, -0.7, 0.3], [-0.2, 0.6, 0.1], [0.0, 0.4, -0.5], [-0.1, -0.8, 0.2], [0.9, 0.5, -0.2], [0.5, 0.0, 0.3], [0.1, -1.5, -0.1], [-0.8, 0.1, -0.7], [0.7, 1.1, 0.4], [-0.5, -0.4, 0.2], [-0.1, 0.9, -0.4], [-0.2, -1.2, 2.6], [0.3, 0.0, -0.9], [0.0, 0.8, -0.2], [-0.2, 0.6, -1.5], [0.1, -0.1, -0.2], [0.0, -0.2, 0.5], [0.5, 0.1, -2.6], [-0.5, -0.6, 0.0], [0.2, 0.2, 0.1], [-0.8, 0.7, 1.7], [0.7, -0.8, 0.8], [-0.2, 0.2, -0.2], [-0.8, -0.6, 0.8], [-0.1, 0.4, 0.9], [1.0, -0.3, -0.8], [0.0, -1.1, 0.4], [0.4, 0.1, -1.0], [0.6, 0.1, 0.6], [-0.5, 0.5, -0.1], [0.3, -0.2, -0.3], [-0.2, 1.4, -0.2], [0.0, -0.4, 0.4], [-0.4, -0.2, 0.0], [-0.2, 0.2, -0.4], [0.3, -0.7, -1.8], [1.2, -0.5, 1.8], [-1.8, -1.0, -1.5], [-0.7, 0.9, -1.9], [-1.4, -0.4, -0.1], [0.5, 0.1, -0.1], [0.1, 0.6, 0.4], [0.5, 0.1, 0.1], [0.1, 0.2, 0.7], [0.2, 0.6, 0.1], [0.5, 0.5, 0.4], [0.5, -0.3, 1.6], [0.4, 2.7, -0.7], [0.4, -1.2, -0.7], [-1.0, -1.6, 0.1], [0.2, 0.0, 0.1], [-0.5, 0.0, 0.5], [0.4, -0.8, -0.1], [0.0, -0.6, 0.1], [-0.6, -0.1, 0.5], [-0.3, 0.0, 0.1], [0.5, 0.8, 0.4], [0.3, 0.7, -0.5], [0.2, 0.2, 0.2], [0.1, 1.4, -1.5], [-2.1, -0.9, -0.5], [-0.8, -0.1, -0.6], [0.3, 0.8, 0.0], [0.4, 1.1, 0.7], [0.4, -1.2, -0.7], [0.6, -0.7, 1.0], [0.6, 0.2, 0.4], [0.4, -1.0, 0.2], [0.2, 0.1, 0.1], [0.3, 0.2, 1.1], [-0.5, 0.2, -0.3], [-0.4, 0.9, 0.5], [1.6, -0.5, 0.0], [0.8, 0.0, -0.9], [0.7, 0.0, 0.4], [0.1, 0.0, -0.2], [-0.7, -0.7, 0.0], [0.7, 0.0, -0.6], [-1.3, 0.3, 0.9], [-0.4, 0.2, 0.0], [-0.5, -0.1, -0.2], [-0.1, -0.9, 0.5], [-0.1, 0.8, -0.4], [-0.2, -0.1, -0.5], [-0.4, -0.9, -1.1], [-1.3, 1.0, 0.3], [-0.5, 0.2, -0.9], [0.4, -0.3, 0.1], [-0.1, -0.4, 0.3], [0.2, 0.4, -0.5], [0.3, 0.3, 0.9], [0.6, -0.6, -0.2], [0.6, -0.1, -0.1], [0.5, 0.2, 0.7], [-0.1, 0.2, 1.0], [-0.6, 0.6, -1.3], [-0.4, 0.5, -1.9], [0.0, 0.6, 1.5], [0.8, -0.9, -0.2], [1.0, -0.1, 0.5], [0.0, -0.8, 0.9], [0.0, 0.2, 0.3], [-0.6, -0.7, 0.4], [0.1, -0.5, -0.3], [0.0, 0.8, 0.0], [0.2, -0.6, 0.0], [-0.7, 0.7, 0.3], [-0.7, 0.7, 0.4], [0.5, -1.1, 0.6], [-0.9, 0.0, -1.0], [0.2, -0.1, -0.3], [0.4, -0.2, -0.7], [-0.3, 0.6, 0.4], [-0.4, -0.4, -0.4], [-0.2, 0.2, 0.0], [0.4, 0.9, 0.7], [0.7, -0.4, 0.5], [0.5, -0.1, -0.2], [-0.1, 0.1, -0.1]],
  "lowdin_charge": [-0.1468, -0.1450, 0.0761, 0.0860, 0.0711, 0.0825, -0.1199, -0.1196, 0.0627, 0.0933, 0.0591, 0.0702, -0.1633, -0.1542, 0.0787, 0.0783, 0.0870, 0.0434, -0.1137, -0.1700, 0.0564, 0.0733, 0.0820, 0.0239, -0.1472, -0.1414, 0.0528, 0.0659, 0.0927, 0.0790, -0.1130, -0.1307, 0.1022, 0.0585, 0.0648, 0.0269, -0.1326, -0.1645, 0.0916, 0.0447, 0.0823, 0.0238, -0.1052, -0.1354, 0.0644, 0.0206, 0.1082, 0.0916, -0.0497, -0.4498, -0.0277, -0.0894, 0.0984, 0.0627, 0.0842, 0.1319, 0.0689, 0.0801, 0.0657, 0.0820, -0.0523, -0.4696, -0.0140, -0.0527, 0.0623, 0.0750, 0.0803, 0.1307, 0.0581, 0.0786, 0.0724, -0.0013, -0.0329, -0.4979, -0.0423, -0.0527, 0.0679, 0.0658, 0.0675, 0.0942, 0.0784, 0.0528, 0.0984, 0.0794, -0.0255, -0.4686, -0.0454, -0.0842, 0.0997, 0.0967, 0.0260, 0.0981, 0.0609, 0.0563, 0.1143, 0.0583, -0.0695, -0.4556, -0.0412, -0.0778, 0.0776, 0.0994, 0.0914, 0.1541, 0.0635, 0.0949, 0.0403, 0.0890, -0.0501, -0.4688, -0.0664, -0.0903, 0.0835, 0.0828, 0.0410, 0.1297, 0.0603, 0.0989, 0.0657, 0.0616, -0.0761, -0.4867, -0.0555, -0.0540, 0.0641, 0.1030, 0.0560, 0.1401, 0.0779, 0.0623, 0.0775, 0.0902, -0.0623, -0.4707, -0.0484, -0.0786, 0.0767, 0.0760, 0.0829, 0.1392, 0.1054, 0.0523, 0.0654, 0.0678],
  "homo_lumo_gap_ev": 9.9,
  "total_charge": 0,
  "de_lowest_kj_mol": 302.4
}

=====

{
  "formula": "C20H24BrN3O4S",
  "method": "wB97M-V/def2-TZVPD",
  "symbols": ["C", "H", "O", "C", "C", "C", "C", "C", "C", "N", "C", "H", "C", "N", "S", "O", "O", "C", "H", "H", "C", "N", "C", "O", "C", "C", "C", "C", "C", "C", "H", "H", "H", "H", "Br", "H", "H", "H", "C", "C", "H", "H", "H", "H", "H", "H", "H", "H", "H", "H", "H", "H", "H"],
  "positions_angstrom": [[-1.643, 3.735, -1.379], [-1.716, 4.592, -0.703], [-1.527, 2.540, -0.361], [-1.705, 1.351, -0.902], [-1.940, 1.046, -2.280], [-1.865, -0.206, -2.732], [-1.895, -1.088, -1.794], [-1.967, -1.062, -0.432], [-1.795, 0.272, -0.033], [-1.826, 0.737, 1.423], [-0.585, 1.402, 1.865], [-0.235, 1.920, 0.995], [0.065, 0.745, 2.767], [0.173, -0.759, 2.400], [1.270, -1.790, 2.716], [1.334, -2.140, 4.019], [2.510, -0.841, 2.478], [1.188, -2.991, 1.525], [0.250, -3.024, 1.096], [1.197, -3.960, 2.113], [2.252, -3.176, 0.507], [2.606, -1.850, -0.270], [1.653, -1.678, -1.170], [0.973, -2.396, -1.672], [1.501, -0.502, -1.711], [1.430, 0.036, -2.939], [1.327, 1.519, -3.453], [1.669, 2.269, -2.550], [1.777, 2.257, -1.279], [1.732, 0.910, -0.726], [1.815, 0.514, 0.282], [1.699, 2.903, -0.558], [1.653, 3.415, -2.899], [1.252, 1.663, -4.548], [1.211, -1.250, -4.327], [3.027, -1.274, 0.361], [2.024, -4.050, -0.155], [3.478, -3.141, 1.127], [-1.146, -1.224, 2.835], [-2.121, -0.244, 2.251], [-3.066, -0.613, 2.052], [-2.402, 0.487, 3.099], [-1.186, -1.210, 3.861], [-1.400, -2.077, 2.421], [0.095, 0.729, 3.711], [1.243, 0.967, 2.690], [-1.222, 2.390, 2.682], [-2.036, -1.644, 0.480], [-2.071, -2.474, -2.022], [-1.803, -0.557, -3.867], [-1.657, 1.705, -3.036], [-2.667, 3.543, -1.966], [-0.928, 3.578, -1.991]],
  "forces_ev_per_angstrom": [[-7.5, -2.3, 5.0], [0.4, -0.1, -0.6], [-0.4, 3.6, -1.8], [-1.2, -2.0, -2.5], [2.2, 3.1, 1.6], [-0.4, -0.7, -5.0], [-1.7, -12.9, 2.2], [0.9, 4.9, 1.3], [0.1, 1.6, 3.2], [2.9, 0.9, -7.1], [-9.8, 7.9, -3.5], [1.1, 0.0, 0.3], [12.6, -6.2, -1.3], [-4.7, 1.1, -1.0], [8.5, 9.0, -4.3], [-1.1, -4.2, 6.8], [-2.5, -3.3, -0.9], [0.5, -3.9, 1.1], [-2.2, 0.4, -1.1], [0.0, 0.9, -0.4], [6.4, 2.5, 0.6], [-1.7, -7.0, 0.9], [6.5, 4.3, 4.5], [-8.0, -12.0, -4.1], [1.6, 16.6, -0.3], [-1.6, 0.4, -2.7], [-0.7, -10.9, -5.0], [0.5, 13.1, -2.4], [0.5, -10.6, 6.5], [-0.3, -1.8, -3.0], [0.0, 1.0, 0.4], [0.2, 4.5, 3.1], [0.3, -1.9, 0.3], [-0.1, 0.0, 1.1], [0.1, -0.1, -0.9], [0.9, 2.7, 1.6], [0.6, 1.0, 0.6], [-4.0, -1.3, -1.6], [1.2, 3.4, -1.6], [-2.8, 1.1, 6.5], [-1.8, -1.5, -0.7], [0.0, -1.5, 0.4], [-0.3, -0.4, 2.5], [-0.7, -4.9, -1.5], [-1.7, 0.5, 7.4], [-2.0, 0.1, -0.2], [2.1, -2.0, -2.2], [-0.2, -1.5, -1.3], [0.8, 4.2, -0.3], [-0.2, 1.2, 2.7], [-0.3, 2.0, -0.9], [2.1, 0.7, 1.4], [5.3, -0.2, -4.1]],
  "nbo_charge": [-0.2179, 0.2155, -0.5336, 0.3346, -0.2991, -0.2555, -0.1331, -0.2766, 0.0866, -0.4251, -0.1779, 0.2663, -0.2926, -0.7388, 2.3682, -0.9189, -1.0312, -0.7708, 0.2665, 0.2747, -0.2179, -0.6108, 0.5538, -0.5349, -0.1318, -0.0040, -0.2462, -0.1236, -0.3070, -0.1124, 0.2211, 0.2222, 0.1783, 0.2499, 0.0300, 0.4343, 0.2611, 0.2267, -0.2635, -0.2358, 0.2214, 0.1916, 0.2035, 0.1879, 0.2146, 0.2846, 0.1490, 0.2261, 0.1650, 0.2511, 0.2100, 0.1940, 0.1704],
  "homo_lumo_gap_ev": 8.4,
  "total_charge": 0,
  "de_lowest_kj_mol": 1906.2
}

=====

no.,maximum force (eV/Å)
1,2.9
2,16.7